C29H45Cl2N12O | ωB97M-V/def2-TZVPD

E_HOMO ... -11.69 eV
Charge ... +1

Last column: Löwdin charge in e.
Geometry (Å):
C1 -2.796 7.252 0.451  -0.146
C2 -1.799 8.267 -0.363  -0.265
C3 -1.615 7.938 -1.957  -0.167
C4 -1.397 6.358 -2.328  -0.177
O1 -0.058 6.035 -2.885  -0.092
C5 0.210 4.591 -2.695  -0.059
C6 1.467 3.831 -1.914  0.122
N1 1.323 2.297 -1.916  -0.059
C7 2.198 1.229 -1.298  -0.186
N2 1.314 0.079 -0.777  0.002
C8 0.029 2.027 -2.700  0.078
N3 -0.567 3.358 -3.108  -0.071
C9 -1.891 3.371 -3.866  -0.561
Cl1 -1.988 3.690 -5.694  0.594
C10 -3.123 3.138 -3.010  -0.528
C11 -4.636 3.167 -3.641  -0.131
Cl2 -2.970 2.804 -1.176  0.560
H1 -2.924 7.643 1.570  0.072
H2 -3.845 7.084 -0.038  0.087
H3 -2.269 6.208 0.530  0.058
H4 -2.303 9.348 -0.301  0.090
H5 -0.732 8.397 0.134  0.118
H6 -2.614 8.302 -2.495  0.128
H7 -0.742 8.589 -2.419  0.130
H8 -2.168 6.104 -3.200  0.129
H9 -1.625 5.601 -1.467  0.104
H10 2.375 4.372 -1.381  0.098
H11 3.029 0.799 -2.005  0.155
H12 2.690 1.718 -0.331  0.153
H13 0.818 -0.395 -1.562  0.008
H14 0.613 0.472 -0.098  0.091
H15 -0.449 0.965 -2.950  0.131
H16 -5.387 2.400 -3.141  0.098
H17 -5.065 4.263 -3.489  0.107
H18 -4.667 2.964 -4.817  0.086
C12 -2.367 10.242 4.326  -0.075
C13 -2.870 10.420 2.903  -0.192
N4 -3.287 10.567 1.722  0.100
H19 -2.969 10.845 5.012  0.079
H20 -2.438 9.191 4.618  0.075
H21 -1.323 10.561 4.395  0.077
C14 1.743 -3.191 1.308  -0.088
C15 1.241 -3.013 -0.115  -0.196
N5 0.823 -2.866 -1.296  0.070
H22 1.141 -2.589 1.994  0.076
H23 1.672 -4.242 1.600  0.023
H24 2.787 -2.873 1.377  0.022
C16 -0.140 -7.122 2.658  -0.128
C17 1.238 -6.515 2.863  -0.166
N6 2.382 -6.012 3.033  0.090
H25 -0.329 -7.883 3.420  0.030
H26 -0.905 -6.344 2.734  0.048
H27 -0.200 -7.585 1.670  0.074
C18 4.757 -6.928 0.650  -0.107
C19 5.023 -8.136 -0.234  -0.211
N7 5.244 -9.137 -0.967  0.075
H28 4.410 -6.089 0.040  0.055
H29 3.990 -7.170 1.391  0.037
H30 5.674 -6.637 1.169  0.064
C20 5.795 -3.900 3.553  -0.064
C21 5.292 -3.723 2.130  -0.182
N8 4.875 -3.575 0.949  0.109
H31 5.193 -3.298 4.239  0.079
H32 5.723 -4.952 3.845  0.077
H33 6.839 -3.582 3.622  0.079
C22 5.264 6.636 -0.920  -0.071
C23 4.237 5.976 -0.015  -0.203
N9 3.385 5.428 0.736  0.084
H34 5.824 5.872 -1.468  0.079
H35 4.763 7.292 -1.636  0.079
H36 5.962 7.228 -0.322  0.082
C24 -3.761 -8.884 0.642  -0.064
C25 -3.259 -8.141 1.869  -0.172
N10 -2.843 -7.525 2.887  0.105
H37 -3.690 -9.963 0.804  0.077
H38 -4.804 -8.621 0.447  0.078
H39 -3.157 -8.615 -0.229  0.080
C26 -2.593 -11.298 4.632  -0.072
C27 -1.455 -10.723 3.803  -0.189
N11 -0.512 -10.247 3.115  0.104
H40 -2.318 -11.301 5.690  0.079
H41 -3.493 -10.692 4.500  0.072
H42 -2.804 -12.323 4.316  0.078
C28 -2.541 -1.538 -4.656  -0.062
C29 -1.085 -1.346 -4.267  -0.180
N12 0.124 -1.186 -3.944  0.100
H43 -2.606 -2.088 -5.599  0.084
H44 -3.063 -2.103 -3.878  0.082
H45 -3.027 -0.566 -4.776  0.069

---

C29H45FP2Y | ωB97M-V/def2-TZVPD

E_HOMO (spin up / spin down) ... -7.54 / -7.54 eV
Charge ... +1
Relative energy (zero: lowest compared OMol25 entry of this formula, charge and spin) ... 780.6 kJ/mol

Last column: Löwdin charge in e.
Geometry (Å):
Y1 0.150 0.966 -2.530  1.361
C1 -0.949 -1.715 0.603  -0.257
C2 0.313 -1.927 -0.018  -0.272
C3 0.583 -0.374 1.658  -0.243
C4 -0.793 -0.711 1.595  -0.247
C5 1.262 -1.105 0.650  -0.271
C6 -2.209 -2.421 0.302  -0.094
H1 -2.121 -3.043 -0.594  0.052
H2 -3.042 -1.717 0.171  0.061
H3 -2.501 -3.094 1.127  0.091
C7 -1.863 -0.079 2.388  -0.049
H4 -2.810 -0.615 2.267  0.069
H5 -2.017 0.960 2.055  0.052
H6 -1.607 -0.047 3.457  0.081
C8 1.174 0.601 2.596  -0.041
H7 0.704 0.528 3.585  0.080
H8 1.029 1.629 2.234  0.056
H9 2.252 0.430 2.706  0.073
C9 2.714 -1.057 0.372  -0.088
H10 3.244 -1.879 0.883  0.086
H11 3.156 -0.114 0.723  0.067
H12 2.934 -1.153 -0.703  0.031
C10 0.595 -2.864 -1.127  -0.102
H13 0.866 -3.856 -0.730  0.086
H14 1.439 -2.531 -1.749  0.046
H15 -0.283 -3.007 -1.770  0.040
C11 -1.591 1.848 -4.696  -0.360
C12 -2.142 0.499 -5.239  -0.336
C13 -1.261 -0.378 -6.131  -0.154
C14 0.267 -0.409 -5.890  -0.141
C15 0.657 -0.293 -4.386  -0.235
C16 1.607 0.949 -4.192  -0.466
C17 1.044 2.324 -4.649  -0.247
C18 -0.304 2.414 -5.379  -0.131
H16 -1.462 -0.022 -7.156  0.129
H17 0.770 0.372 -6.469  0.111
H18 -1.655 -1.410 -6.114  0.125
H19 -0.238 2.004 -6.395  0.114
H20 -2.339 2.610 -4.996  0.142
H21 -3.077 0.667 -5.799  0.124
H22 -0.496 3.483 -5.584  0.134
H23 1.084 3.093 -3.852  0.109
H24 2.517 0.681 -4.728  0.103
H25 1.800 2.670 -5.374  0.133
H26 0.642 -1.372 -6.250  0.127
H27 1.185 -1.207 -4.068  0.135
P1 -2.963 0.123 -3.640  0.932
C19 -4.610 0.647 -3.266  -0.154
C20 -2.699 -1.544 -3.076  -0.172
P2 3.044 1.492 -2.654  0.965
C21 -1.874 1.526 -3.239  -0.411
C22 4.371 0.294 -2.942  -0.283
C23 3.730 3.119 -3.092  -0.258
H28 -4.516 1.497 -2.568  0.076
H29 -5.158 -0.164 -2.755  0.076
H30 -5.170 0.954 -4.163  0.078
H31 -1.725 -1.962 -3.357  0.052
H32 -3.465 -2.206 -3.508  0.086
H33 -2.779 -1.582 -1.984  0.035
H34 3.366 3.486 -4.059  0.044
H35 4.828 3.107 -3.096  0.063
H36 3.384 3.822 -2.315  0.051
H37 -2.241 2.338 -2.591  0.075
H38 -0.350 -0.415 -3.872  0.049
H39 4.799 0.054 -1.948  0.059
H40 5.155 0.690 -3.610  0.059
H41 3.950 -0.627 -3.372  0.051
F1 -0.878 5.067 2.610  0.028
C24 -0.631 4.167 1.597  -0.261
C25 0.671 4.001 1.136  -0.029
C26 0.894 3.076 0.095  -0.191
C27 -0.167 2.381 -0.427  -0.270
C28 -1.451 2.500 0.068  -0.179
C29 -1.708 3.446 1.094  -0.017
H42 1.472 4.591 1.580  0.117
H43 1.914 2.930 -0.295  0.050
H44 -2.269 1.892 -0.329  0.077
H45 -2.718 3.607 1.466  0.117